(1)
ORCA calculation (the ωB97M-V functional and the def2-TZVPD basis) on a structure of composition C9H21BrIO2OsP2.

Properties
- energy relative to the best compared isomer or geometry (same formula, charge and spin) (eV) = 0.0000
- total energy (eV) = -112926.6287
- multiplicity = 5
- HOMO (spin up / spin down) (eV) = -18.7 / -19.4
- Kohn-Sham gap (spin up / spin down) (eV) = 7.9407 / 5.2769
- charge = +3

```
37
Properties=species:S:1:pos:R:3:forces:R:3
C 0.00022 0.07176 -5.19254 0.0 -0.2 -0.2
C 0.01002 1.12846 -4.23352 0.0 3.9 3.4
H 0.00179 0.52419 -6.20861 0.0 -0.2 0.3
H -0.91997 -0.53305 -5.03642 0.4 0.3 -0.1
H 0.91231 -0.54613 -5.04034 -0.4 0.3 -0.1
O 0.01887 1.97211 -3.43818 0.0 -4.0 -3.8
I -0.02155 -2.09886 -0.77870 0.0 0.0 -0.3
Os 0.00280 0.28935 0.43969 0.0 -3.4 -1.1
P 2.25832 -0.09403 0.78117 3.8 -0.1 1.3
C 3.12415 1.05332 1.93138 -0.5 0.0 -0.1
C 2.62548 -1.74994 1.48522 -0.3 0.2 -0.2
H 3.69287 -1.95534 1.33909 -0.2 0.1 0.2
H 4.40215 -0.06441 -0.33304 -0.3 0.0 -0.1
H 2.04143 -2.51890 0.96544 0.3 0.0 0.2
H 3.16828 -0.89212 -1.34265 0.1 0.1 0.1
H 2.82905 0.83894 2.96504 0.1 0.1 -0.2
H 2.36567 -1.76683 2.54781 0.2 -0.1 -0.2
C 3.35937 -0.04168 -0.68015 -0.6 0.2 -0.3
H 4.21132 0.94102 1.82292 -0.3 -0.1 0.0
H 3.17473 0.89164 -1.22258 0.2 -0.1 0.0
H 2.85499 2.09114 1.69963 0.1 -0.2 0.0
P -2.25930 -0.05221 0.78421 -3.8 -0.1 1.3
C -3.10311 1.11318 1.93282 0.5 0.0 -0.1
C -3.36147 0.01632 -0.67610 0.6 0.2 -0.3
H -2.08738 -2.48044 0.97337 -0.3 0.0 0.2
H -3.72779 -1.88592 1.34821 0.2 0.1 0.1
H -2.39628 -1.71951 2.55507 -0.2 -0.1 -0.2
C -2.65655 -1.69998 1.49255 0.3 0.2 -0.2
H -3.18549 -0.83819 -1.33779 -0.1 0.1 0.1
H -4.40407 0.01128 -0.32755 0.3 0.0 -0.1
H -4.19235 1.02279 1.82415 0.3 -0.1 0.0
H -2.81305 2.14517 1.70009 -0.1 -0.2 0.0
H -3.16211 0.94594 -1.21995 -0.2 -0.1 0.0
H -2.81281 0.89370 2.96679 -0.1 0.1 -0.2
C 0.01971 2.04638 1.02045 0.1 7.9 3.3
O 0.03007 3.11012 1.52465 0.0 -4.6 -2.5
Br -0.00031 -0.16928 2.96839 0.0 -0.1 -0.4
```
Forces are in eV/Å.

Results of the Mulliken charge analysis, in e, for atoms 1 through 5:
1. C -0.651
2. C 0.686
3. H 0.376
4. H 0.336
5. H 0.336

(2)
ORCA calculation (the ωB97M-V functional and the def2-TZVPD basis) on a structure of composition C9H21Cl2O2P2Pt.

Properties
- energy relative to the best compared isomer or geometry (same formula, charge and spin) (eV) = 1.6285
- total energy (eV) = -60603.2631
- multiplicity = 5
- HOMO (spin up / spin down) (eV) = -18.7 / -21.1
- Kohn-Sham gap (spin up / spin down) (eV) = 6.8568 / 5.1182
- charge = +3

```
37
Properties=species:S:1:pos:R:3:forces:R:3
C -1.37796 -0.06987 -2.54902 -0.7 0.4 -1.2
C -1.42215 -0.20918 -1.06760 -2.7 -0.6 -0.3
H -2.39253 0.13098 -2.91910 0.2 -0.2 0.0
H -0.98363 -0.99353 -3.00067 -0.2 0.1 0.3
H -0.70199 0.73952 -2.84458 -0.2 -0.3 0.2
O -2.44218 -0.45278 -0.43996 2.0 0.5 -1.1
Cl 1.74692 -0.01395 -1.98604 0.4 0.0 0.2
Pt 0.31990 0.01694 0.04043 2.0 0.0 -1.7
P 0.39369 -2.37275 0.09672 0.0 -2.6 0.1
C -0.83976 -3.06896 1.22992 0.0 0.8 0.0
C 0.05631 -3.15305 -1.50435 0.0 0.7 -0.2
H 0.28202 -4.22355 -1.42597 0.0 0.2 0.1
H 2.09948 -4.04841 0.48526 -0.1 0.2 0.0
H 0.69093 -2.68602 -2.26574 -0.1 -0.3 0.0
H 2.78455 -2.44146 0.02913 0.0 -0.3 0.1
H -1.83450 -2.73135 0.91881 0.0 -0.2 0.1
H -0.99815 -3.02035 -1.77104 0.1 -0.2 0.0
C 2.02606 -2.96238 0.62667 0.0 0.8 0.0
H -0.78574 -4.16190 1.19841 0.1 0.1 -0.1
H 2.16770 -2.69256 1.67971 0.1 -0.3 -0.2
H -0.64580 -2.71383 2.24707 -0.1 -0.2 0.0
P 0.16332 2.40428 -0.07768 -0.2 2.7 -0.2
C -1.04886 3.06626 1.09740 0.0 -0.7 0.1
C 1.76355 3.19703 0.26896 0.0 -0.8 0.2
H 0.31479 2.66239 -2.45986 -0.1 0.2 -0.1
H -0.29787 4.14979 -1.67010 0.0 -0.2 0.1
H -1.38686 2.75311 -1.90339 0.1 0.2 0.0
C -0.35579 3.05480 -1.68901 0.0 -0.7 -0.1
H 2.53440 2.63471 -0.26719 0.1 0.3 0.0
H 1.75666 4.24485 -0.05970 -0.2 -0.2 0.1
H -1.09238 4.15804 1.01647 0.1 -0.1 -0.1
H -0.76720 2.78197 2.11759 -0.1 0.2 -0.1
H 1.96114 3.13166 1.34431 0.1 0.2 -0.2
H -2.03359 2.64251 0.86863 0.0 0.2 0.1
Cl 2.21350 0.18652 1.58663 0.9 0.1 0.2
O -1.18472 0.03496 2.67970 1.5 0.0 -3.5
C -0.68337 0.02557 1.64306 -3.3 0.0 7.1
```
Forces are in eV/Å.

Results of the Mulliken charge analysis, in e, for atoms 1 through 5:
1. C -1.166
2. C 0.276
3. H 0.465
4. H 0.285
5. H 0.230

(3)
ORCA calculation (the ωB97M-V functional and the def2-TZVPD basis) on a cluster of 2 separate species, C9H21ClN4 in total.

Properties
- energy relative to the best compared isomer or geometry (same formula, charge and spin) (eV) = 1.8227
- total energy (eV) = -28138.0307
- HOMO (eV) = -15.5
- Kohn-Sham gap (eV) = 8.4329
- charge = +2

```
35
Properties=species:S:1:pos:R:3:forces:R:3
C 0.98489 2.52612 -0.61765 1.8 0.9 1.1
C -2.02308 0.81815 0.43732 3.0 0.9 1.5
C 3.32850 -0.14922 -0.41666 -2.6 1.2 1.2
C -3.87678 -0.86213 0.96024 1.0 0.3 0.5
C 0.02356 -1.28395 0.66435 -1.2 0.8 1.0
C 1.08273 -1.98653 -1.34209 -0.4 1.9 0.1
C 2.40154 -0.89793 0.59001 0.4 -2.2 -2.4
C -3.06024 -0.02583 -0.10718 -2.7 -0.4 0.5
C -0.74791 0.85274 -0.11670 -2.8 0.1 -1.5
N -2.30969 1.54427 1.55184 1.4 0.1 0.7
N 0.14383 1.87353 0.16851 1.3 1.4 3.3
N 1.10303 2.39128 -1.93084 0.7 2.4 -0.1
N 1.08696 -1.34279 0.01238 0.2 -0.7 -0.9
Cl -2.63371 -1.04452 -1.46089 0.2 -0.2 -0.6
H 1.83879 3.13916 -0.13408 -2.2 -0.4 -0.5
H 2.89072 0.86697 -0.67853 0.5 -1.2 0.4
H 4.18478 0.03086 0.19042 1.2 0.1 -0.2
H 3.45713 -0.68003 -1.32611 0.7 -0.5 -0.6
H -4.75635 -1.32385 0.58794 -1.1 0.4 -0.8
H -4.09139 -0.24669 1.83559 -0.3 0.0 -0.3
H -3.43460 -1.77529 1.38976 1.0 0.5 -0.4
H -3.25705 1.74795 1.86994 0.6 -0.3 0.0
H -0.91374 -1.61433 0.32887 -0.7 -1.1 -1.0
H -0.08216 -0.87013 1.63110 0.8 0.3 1.1
H 0.11812 -2.36926 -1.78989 0.9 0.6 1.2
H 1.49942 -1.16712 -1.93223 -0.2 -0.5 -0.7
H 1.80950 -2.72499 -1.22438 1.1 -1.5 -0.5
H 2.21690 -0.27598 1.42574 -0.3 0.2 1.1
H 2.80941 -1.93000 0.81569 0.3 1.5 0.4
H -3.65841 0.82493 -0.50814 -0.7 -0.9 -0.1
H -0.80330 0.50711 -1.14261 0.7 -0.2 0.1
H -1.49483 1.76497 2.18371 -2.0 0.1 -0.9
H 0.16269 2.12242 1.24735 0.6 -0.3 -3.2
H 1.45402 3.14218 -2.58772 -0.1 -1.2 1.6
H 0.85310 1.56989 -2.36265 -1.3 -1.9 -1.3
```
Forces are in eV/Å.

Results of the Mulliken charge analysis, in e, for atoms 1 through 5:
1. C -0.082
2. C 0.481
3. C -0.993
4. C -1.207
5. C -0.844

(4)
ORCA calculation (the ωB97M-V functional and the def2-TZVPD basis) on a structure of composition C9H21F3InN4O7S2.

Properties
- energy relative to the best compared isomer or geometry (same formula, charge and spin) (eV) = 7.5713
- total energy (eV) = -64942.5151
- HOMO (eV) = -11.6
- Kohn-Sham gap (eV) = 1.2640
- charge = +1

```
47
Properties=species:S:1:pos:R:3:forces:R:3
In -4.53700 0.62356 0.92048 0.0 -0.1 -0.1
F -5.53171 -1.93351 -3.33461 0.1 0.1 0.2
N -3.36790 -0.57265 6.40591 3.5 2.7 0.9
S -2.01193 -0.08780 7.38568 6.9 1.1 -1.2
O -1.30166 -1.04153 8.25493 -3.1 1.2 -1.5
O -1.89235 1.29675 7.72327 -1.9 -0.8 0.1
F -1.09424 -0.14035 6.08786 -0.1 -0.2 -0.1
S -3.97020 -1.34024 7.52646 -9.4 -6.9 3.5
O -4.41270 -0.83246 8.82207 2.2 0.6 -1.3
O -3.70841 -2.78204 7.59578 1.8 1.3 0.1
F -5.42319 -1.53096 6.86510 0.1 0.9 -0.5
C 1.90155 5.51550 3.13523 -1.3 0.0 -0.9
C 1.75871 4.44016 2.04203 0.3 1.3 2.8
O 0.76340 3.78001 1.92105 -1.3 -0.2 -0.8
N 2.92618 4.20136 1.44025 1.2 -0.6 -0.3
C 3.02938 3.07251 0.57651 0.1 -0.5 -1.0
H 1.10063 6.23603 2.96952 -0.3 -0.1 0.2
H 2.79378 6.13948 3.08374 0.3 -0.7 0.3
H 1.68120 4.95975 4.04666 0.4 0.5 0.3
H 3.66112 4.06964 2.12042 0.2 1.2 0.2
H 2.06204 2.78897 0.16183 0.1 0.1 0.0
H 3.41534 2.23804 1.16201 0.1 -0.3 -0.4
H 3.71400 3.40866 -0.20221 0.1 -0.8 -0.2
C 0.19689 2.35875 -6.43473 -0.7 0.0 0.6
C -1.10480 1.63118 -6.04006 0.2 -0.7 -0.8
O -1.58937 1.74285 -4.92426 0.1 0.0 -0.3
N -1.70074 0.80127 -6.97640 1.9 0.5 -0.9
C -1.07246 0.35953 -8.29056 -1.1 0.0 1.5
H 0.40098 2.92662 -5.52700 0.4 0.1 -0.3
H 0.09206 3.03072 -7.28653 -0.3 0.0 0.1
H 1.02889 1.70126 -6.68686 -0.1 -0.2 0.3
H -2.52928 0.30974 -6.67303 0.0 0.0 0.0
H -0.18566 0.89724 -8.62606 -0.5 0.6 0.3
H -1.92049 0.41995 -8.97269 0.5 -0.1 -0.5
H -0.71102 -0.66499 -8.20206 -0.4 -0.2 0.1
C 1.16167 -4.53131 -2.00103 -1.2 0.6 -0.8
C 0.93830 -4.36999 -0.54249 -0.9 1.2 1.7
O 0.19978 -3.52774 0.01358 1.2 -0.9 -1.3
N 1.68324 -5.21858 0.19371 -0.2 -0.9 1.3
C 1.97264 -5.17684 1.65284 0.1 0.0 -0.9
H 1.61328 -3.60767 -2.36304 0.5 -0.2 0.0
H 0.18980 -4.50683 -2.49396 -0.1 -0.3 -0.1
H 1.71855 -5.42336 -2.28779 0.0 0.3 0.1
H 1.80057 -6.12112 -0.24421 0.5 0.1 0.0
H 1.89841 -6.17718 2.07936 0.1 0.0 -0.2
H 1.35274 -4.52026 2.26335 -0.1 0.1 -0.6
H 3.00995 -4.84213 1.65997 0.0 0.0 0.6
```
Forces are in eV/Å.

Results of the Mulliken charge analysis, in e, for atoms 1 through 5:
1. In 0.997
2. F -0.349
3. N -0.141
4. S 1.066
5. O -0.449

(5)
ORCA calculation (the ωB97M-V functional and the def2-TZVPD basis) on a structure of composition C9H21FInN3O3.

Properties
- total energy (eV) = -28157.4041
- HOMO (eV) = -16.0
- Kohn-Sham gap (eV) = 2.9200
- charge = +2

```
38
Properties=species:S:1:pos:R:3:forces:R:3
In 4.41853 4.59934 19.84066 -0.2 -0.9 -0.4
F 3.24116 2.76354 18.32549 0.0 0.1 0.4
C 7.46062 3.03959 16.05411 -0.1 0.7 0.9
C 6.24640 3.16639 16.92271 -0.2 -0.3 -0.8
O 6.11127 4.06996 17.73784 -0.2 0.7 0.5
N 5.23055 2.25216 16.86991 0.5 -0.8 -0.8
C 5.30349 0.91830 16.32089 -0.1 1.1 0.2
H 7.90261 4.03422 16.04578 0.3 -0.1 0.1
H 7.28956 2.76939 15.01741 -0.2 -0.5 0.1
H 8.09643 2.36315 16.63124 0.4 -0.1 -0.6
H 4.41218 2.48027 17.46472 -0.3 0.1 0.5
H 5.40132 0.21650 17.15517 0.0 -0.3 -0.1
H 6.09377 0.82525 15.58591 0.1 -0.1 0.1
H 4.33891 0.72619 15.83411 -0.2 -0.2 0.0
C 3.51324 0.13810 22.96126 0.0 -0.2 0.7
C 3.49631 0.97053 21.72834 0.4 0.4 -0.2
O 3.87284 2.13980 21.77752 0.1 0.6 -0.2
N 3.11300 0.48251 20.51927 -0.7 -0.7 -0.4
C 2.65316 -0.87789 20.28537 0.9 -0.2 0.5
H 3.14010 0.76921 23.76844 -0.1 0.0 -0.1
H 4.53741 -0.09746 23.25948 0.1 0.1 -0.3
H 2.95788 -0.79613 22.97377 -0.1 0.1 -0.4
H 3.06860 1.13887 19.74105 0.3 0.3 0.2
H 3.32609 -1.57731 20.78879 -0.1 0.0 0.1
H 2.74696 -1.12125 19.23147 -0.5 0.1 -0.1
H 1.66076 -1.03405 20.71356 -0.1 -0.1 -0.3
C 2.07787 2.00011 14.34798 -0.2 0.9 0.5
C 1.27060 1.19121 15.32499 0.1 -0.4 -1.1
O 0.39583 0.44320 14.96074 -0.1 0.0 0.4
N 1.54233 1.33735 16.67760 0.4 -0.2 0.3
C 0.70649 0.81235 17.68047 0.1 0.1 1.2
H 2.39836 1.37852 13.51959 0.1 0.0 0.0
H 2.87443 2.57582 14.82524 0.3 -0.4 0.0
H 1.42066 2.79057 13.97346 -0.2 -0.3 -0.2
H 2.26425 1.99567 16.98536 -0.2 0.5 0.3
H -0.07248 1.56382 17.91908 -0.4 -0.3 -0.2
H 1.21956 0.79524 18.65114 0.4 0.1 -0.2
H 0.31325 -0.18343 17.49535 -0.4 0.2 -0.6
```
Forces are in eV/Å.

Results of the Mulliken charge analysis, in e, for atoms 1 through 5:
1. In 1.086
2. F -0.947
3. C -1.223
4. C 0.779
5. O -0.482

(6)
ORCA calculation (the ωB97M-V functional and the def2-TZVPD basis) on a structure of composition C9H21INO2P2Pt.

Properties
- total energy (eV) = -45148.9517
- multiplicity = 5
- HOMO (spin up / spin down) (eV) = -20.2 / -21.1
- Kohn-Sham gap (spin up / spin down) (eV) = 9.2340 / 5.8682
- charge = +3

```
37
Properties=species:S:1:pos:R:3:forces:R:3
C 0.03090 0.21951 -2.04558 0.6 0.0 -0.2
I 2.83969 -1.96212 0.46466 1.1 -0.5 -1.0
H -0.90267 0.79214 -1.98849 0.4 -0.1 -0.1
H -0.07451 -0.69476 -2.63829 0.0 0.3 0.0
H 0.87487 0.78977 -2.44206 -0.5 -0.1 -0.2
Pt 0.59553 -0.40932 -0.12893 -0.2 -0.1 -1.7
P -1.29594 -1.88594 -0.40945 -2.6 -1.7 -0.6
C -0.64211 -3.55932 -0.14555 0.8 0.4 0.0
C -2.68191 -1.73129 0.77609 1.1 0.9 0.6
H -3.53613 -2.35058 0.48029 0.3 0.0 -0.1
H -3.14291 -2.42775 -1.84855 0.2 0.0 0.1
H -2.95929 -0.66436 0.78424 -0.4 -0.5 0.0
H -2.47114 -0.81246 -2.24441 0.0 -0.4 0.0
H -0.38143 -3.67447 0.91517 -0.1 -0.1 -0.2
H -2.30676 -2.01824 1.76924 -0.4 0.0 -0.1
C -2.21920 -1.85119 -1.98574 0.8 0.4 -0.2
H -1.41870 -4.28358 -0.42058 0.0 0.1 0.0
H -1.60318 -2.30543 -2.77148 -0.3 0.2 0.0
H 0.25472 -3.70050 -0.76021 -0.3 -0.2 0.1
P 1.54039 1.78656 0.12992 1.0 3.2 -0.2
C 3.22263 1.77552 0.82302 0.0 -0.9 0.0
C 1.59920 2.83979 -1.36737 -0.1 -0.8 -0.4
H -0.45163 2.78792 0.99254 0.1 0.4 0.1
H 0.94384 3.91838 1.14667 0.1 -0.2 -0.1
H 0.76111 2.53645 2.27993 -0.1 0.2 0.0
C 0.61030 2.88012 1.25041 -0.5 -1.2 0.3
H 0.60712 2.81790 -1.83777 0.3 0.2 0.0
H 1.85635 3.87772 -1.11208 0.0 -0.4 0.3
H 3.60215 2.80523 0.87832 -0.3 -0.1 -0.1
H 3.88758 1.16890 0.19913 0.0 0.2 0.1
H 2.34844 2.44808 -2.06588 -0.2 0.1 0.0
H 3.18729 1.34789 1.83192 0.1 0.1 -0.1
C 0.78398 -1.02598 1.65555 -0.5 -1.4 6.6
O 0.65957 -1.31184 2.77132 0.5 0.7 -3.4
O -1.56026 0.69291 3.54124 0.6 -0.2 -3.3
C -1.36105 0.62776 2.35964 -1.3 0.5 4.4
N -1.19684 0.55658 1.16312 -0.4 0.8 -0.6
```
Forces are in eV/Å.

Results of the Mulliken charge analysis, in e, for atoms 1 through 5:
1. C -1.633
2. I 0.382
3. H 0.478
4. H 0.399
5. H 0.413